Entry 1:
53
Properties=species:S:1:pos:R:3:forces:R:3 method="wB97M-V/def2-TZVPD" lumo_ev=-0.5 homo_lumo_gap_ha=0.2650 multiplicity=1
Sn 0.040 -0.080 0.743 -0.324 -0.105 0.450
O 0.835 -2.156 0.511 -0.154 0.282 -0.218
O 2.522 -0.054 0.914 0.050 -0.003 -0.309
N -1.852 1.350 0.078 0.168 -0.098 -0.066
N -3.497 -0.344 0.370 -0.220 0.098 0.432
N 0.763 1.808 -0.699 -0.001 -0.200 0.119
N -0.689 3.400 0.376 -0.113 0.251 0.431
N -1.559 -1.261 -0.725 0.094 0.038 0.211
C 1.169 4.151 -0.868 0.005 -0.002 -0.040
C 3.396 -0.796 0.447 0.278 0.257 0.200
C 1.815 1.606 -1.502 0.051 0.003 -0.040
C 3.226 -2.217 0.241 -0.342 -0.262 -0.164
C 2.946 -4.973 -0.184 0.011 0.101 0.027
C 4.723 -0.153 0.093 -0.104 0.027 0.045
C -1.802 -3.262 -2.017 -0.025 0.009 -0.049
C -4.859 1.829 2.142 -0.035 -0.033 -0.042
C -2.852 2.966 1.416 -0.235 -0.148 0.127
C 2.587 2.617 -2.022 0.010 -0.006 -0.054
C 4.341 -3.035 -0.045 -0.020 0.079 0.044
C -2.871 -1.294 -0.399 0.232 -0.117 -0.380
C -4.341 4.077 2.885 0.023 0.064 0.007
C -5.175 2.964 2.884 -0.047 -0.043 0.004
C -3.161 4.094 2.147 0.030 0.043 -0.048
C 4.218 -4.382 -0.250 0.117 -0.123 -0.038
C -3.015 0.839 0.566 -0.018 -0.173 -0.258
C 0.396 3.074 -0.394 0.188 -0.199 -0.347
C -3.141 -3.344 -1.642 0.057 0.070 0.057
C 2.259 3.926 -1.673 -0.055 -0.071 0.065
C -3.688 1.852 1.412 0.084 0.255 0.136
C -3.674 -2.360 -0.844 -0.008 0.008 -0.039
C 1.838 -4.215 0.083 -0.057 0.008 -0.006
C 1.927 -2.812 0.296 0.220 0.081 0.082
C -1.690 2.605 0.572 0.123 -0.001 -0.263
C -1.061 -2.212 -1.525 -0.002 -0.046 -0.105
H 4.588 0.926 0.080 -0.015 -0.008 0.021
H -6.083 2.980 3.473 0.006 0.010 -0.007
H 5.474 -0.398 0.847 0.014 -0.037 -0.032
H -1.346 -4.005 -2.655 0.034 0.032 -0.001
H 2.037 0.567 -1.724 0.067 0.036 -0.005
H 5.081 -0.495 -0.877 0.065 -0.001 0.011
H 5.090 -4.987 -0.461 -0.006 0.014 0.027
H -4.710 -2.372 -0.540 0.013 0.029 0.034
H -2.506 4.955 2.145 0.011 -0.018 0.004
H -0.009 -2.118 -1.764 -0.041 -0.090 0.029
H 2.861 4.753 -2.028 -0.036 0.024 -0.017
H 0.851 -4.656 0.142 0.002 0.007 -0.008
H 0.871 5.148 -0.580 -0.029 -0.018 0.024
H 2.841 -6.040 -0.342 -0.011 0.003 0.000
H -3.751 -4.175 -1.972 -0.035 0.027 -0.017
H -4.614 4.944 3.475 -0.005 -0.011 -0.005
H -5.500 0.958 2.137 0.019 -0.005 0.000
H 5.328 -2.591 -0.071 -0.016 0.009 -0.043
H 3.425 2.398 -2.669 -0.015 -0.049 0.013

---

Entry 2:
115
Properties=species:S:1:pos:R:3:forces:R:3 method="wB97M-V/def2-TZVPD" lumo_ev=-1.8 homo_lumo_gap_ha=0.2856 smiles="COCCCCCCCCCC1=C(O)C(=O)C(CC(=O)O)=C(C[C@@H](C)Br)C1=O.O=C1C=C(O)C(=O)C=C1O.O=C1C=C(O)C(=O)C=C1O.O=C1C=C(O)C(=O)C=C1O.O=C1C=C(O)C(=O)C=C1O" multiplicity=1
Br -0.754 -5.399 3.511 0.383 -0.156 -0.192
O 12.275 4.980 3.877 0.020 -0.285 0.213
O -1.254 -7.993 0.443 -2.863 -1.221 2.315
O 0.195 1.716 2.561 0.426 -0.415 -0.064
O 6.349 4.899 -1.514 -0.530 0.097 -0.286
O -10.200 -3.791 3.187 0.509 -0.072 0.331
O -1.734 3.337 -7.782 -0.418 0.630 -0.757
O -5.082 -5.247 1.773 -0.449 0.139 -0.333
O 1.464 2.400 -0.992 0.526 -0.085 0.299
O -7.008 -4.919 -0.057 0.386 0.109 0.072
O 7.116 3.954 4.432 -0.003 0.397 -0.218
O 3.796 4.010 4.503 0.229 -0.176 -0.006
O -1.809 -2.732 2.113 0.407 1.359 2.062
O 11.572 2.925 5.456 0.059 0.483 -0.378
O 4.225 5.621 -2.989 0.337 -0.020 0.130
O -3.125 -6.239 -1.158 -0.469 -1.632 -0.735
O -4.331 -3.836 -1.684 -0.113 -0.174 0.601
O 0.731 -8.504 -0.370 -0.044 0.324 -0.501
O 5.391 1.843 4.398 -0.747 0.447 -0.009
O 1.761 -0.462 2.536 -0.294 0.470 -0.226
O 7.819 5.954 2.788 -0.062 -0.498 0.396
O 3.569 1.736 0.543 -0.331 -0.012 -0.142
O -8.246 -4.030 5.012 -0.342 0.055 -0.158
C -3.046 1.021 -2.779 -0.761 -0.169 0.150
C 9.320 3.357 5.001 -0.328 0.067 -0.055
C -3.072 3.807 -7.632 -0.562 -0.133 0.890
C -3.815 2.820 -6.700 0.716 -0.113 -0.012
C -7.332 -4.727 1.104 -0.643 0.140 -0.112
C 3.638 0.613 3.462 -0.358 -0.140 -0.030
C -1.863 -3.284 1.073 -0.209 -1.209 -2.825
C 4.045 4.714 -2.199 -0.631 -0.039 -0.221
C -4.231 1.020 -3.795 0.454 0.593 -0.673
C 3.755 2.622 -0.272 0.593 0.080 0.145
C -6.299 -4.880 2.177 0.530 -0.100 0.372
C 4.136 1.754 3.954 0.521 -0.565 0.085
C -8.973 -4.134 2.787 -0.560 0.086 -0.353
C -3.679 -1.603 0.090 0.134 -1.192 -0.275
C -7.932 -4.259 3.859 0.644 -0.149 0.225
C 10.620 3.634 4.844 -0.049 -0.522 0.412
C 1.446 1.805 3.035 -0.475 0.438 -0.020
C 1.219 -3.301 3.549 0.438 -0.176 -0.388
C 2.266 0.555 2.981 0.728 -0.299 0.089
C -3.471 -0.971 -1.314 -0.160 0.726 0.273
C -4.584 2.459 -4.272 0.133 -0.205 -0.392
C -3.484 0.578 -1.336 0.758 -0.294 -1.460
C 5.186 4.268 -1.336 0.591 -0.092 0.308
C -0.802 -4.294 0.618 0.510 0.438 0.374
C 10.072 5.541 3.265 0.271 -0.072 0.078
C 8.773 5.261 3.420 0.018 0.525 -0.446
C -6.585 -4.656 3.465 -0.219 0.090 0.206
C -2.577 -5.271 -0.753 0.686 2.072 0.574
C -8.683 -4.353 1.499 0.211 -0.102 -0.271
C 1.937 2.946 3.528 0.187 0.149 0.092
C -3.322 -3.936 -0.758 0.202 -1.010 -0.425
C -0.201 -6.273 -0.829 -0.178 -0.439 -0.528
C 0.794 -4.519 2.682 0.731 0.662 0.047
C 0.609 -4.145 1.164 -0.533 0.598 0.724
C 2.764 4.031 -2.051 0.174 0.191 -0.109
C 3.306 3.000 4.032 -0.476 0.290 -0.101
C 8.312 4.153 4.314 0.230 -0.515 0.422
C -3.467 3.055 -5.193 -0.318 -0.376 -0.376
C 11.083 4.760 3.971 -0.109 0.499 -0.421
C -1.154 3.830 -8.994 0.222 -0.047 0.338
C 2.621 3.050 -1.153 -0.575 0.084 -0.303
C -1.142 -5.232 -0.253 -0.337 -0.665 -0.644
C -0.332 -7.667 -0.163 2.576 1.592 -2.111
C 5.042 3.289 -0.435 -0.181 -0.208 0.158
C -2.984 -2.982 0.087 0.231 1.179 0.838
H -3.278 -0.979 0.902 -0.064 -0.220 -0.312
H -3.902 0.490 -4.712 -0.266 0.045 0.417
H 8.973 2.549 5.630 0.025 0.005 0.001
H 12.420 3.327 5.179 -0.006 -0.059 0.059
H 0.858 -5.977 -0.847 -0.441 0.151 0.160
H -3.436 1.815 -6.972 -0.389 0.344 0.016
H -5.148 -5.344 0.803 0.165 -0.200 0.044
H -4.817 3.124 -3.424 0.194 -0.276 -0.187
H -9.424 -4.262 0.716 -0.011 0.008 0.025
H -0.493 -6.415 -1.891 0.143 -0.075 0.435
H 1.616 -5.249 2.728 -0.561 0.063 0.049
H -5.131 0.491 -3.438 0.381 0.195 0.129
H 4.225 -0.292 3.401 0.021 0.026 0.001
H -3.083 4.797 -7.123 0.191 -0.258 -0.387
H 1.755 -2.553 2.915 -0.548 -0.683 0.586
H 0.360 -2.824 4.041 0.277 -0.077 -0.300
H -4.213 -1.320 -2.051 0.226 -0.098 0.445
H -0.088 4.003 -8.783 -0.316 -0.099 -0.291
H 6.972 5.558 3.070 -0.003 0.100 -0.039
H -4.742 -1.807 0.309 0.275 0.435 -0.106
H 10.418 6.340 2.624 -0.025 0.002 0.008
H -10.143 -3.691 4.158 -0.057 0.017 -0.042
H -3.579 3.952 -8.604 0.229 -0.388 0.262
H -2.624 2.039 -2.735 -0.025 -0.389 -0.075
H 1.360 -4.702 0.591 -0.508 0.070 0.050
H 1.937 -3.636 4.315 -0.426 0.101 -0.099
H -3.300 4.130 -5.008 -0.213 -0.348 -0.039
H 1.352 3.855 3.573 -0.014 -0.022 0.005
H 0.088 0.789 2.270 -0.077 0.022 0.088
H 6.187 5.559 -2.216 0.068 -0.004 0.046
H 1.952 4.349 -2.691 -0.006 -0.014 0.019
H -1.616 4.781 -9.310 0.219 -0.267 0.163
H 1.238 -8.154 -1.120 0.106 -0.182 0.332
H -5.488 2.416 -4.907 0.165 0.016 0.502
H -2.281 0.329 -3.174 -0.064 0.412 0.425
H 5.505 2.769 4.701 0.341 -0.119 -0.052
H 5.857 2.959 0.195 0.004 0.016 -0.011
H -4.903 2.812 -6.874 0.377 0.303 0.049
H 1.623 1.745 -0.285 -0.086 0.022 -0.034
H 0.881 -3.076 1.069 -0.117 -0.431 0.058
H -5.847 -4.760 4.247 0.016 0.003 -0.031
H -2.498 2.550 -5.032 -0.352 0.314 0.225
H -2.491 -1.306 -1.703 -0.330 0.193 0.211
H -1.275 3.094 -9.810 0.085 0.242 0.278
H -2.732 0.983 -0.638 -0.555 -0.119 0.093
H -5.185 -3.946 -1.229 0.097 -0.022 -0.308
H -4.490 1.006 -1.189 0.406 -0.189 0.474

---

Entry 3:
19
Properties=species:S:1:pos:R:3:forces:R:3 method="wB97M-V/def2-TZVPD" lumo_ev="3.6 / 3.5" homo_lumo_gap_ha="0.0934 / 0.3057" s_squared=0.75 total_charge=-1 multiplicity=2
O -1.180 1.437 -2.205 -2.409 -0.228 0.408
N 0.361 1.152 0.192 -1.710 0.509 0.608
N 1.694 2.400 -1.266 2.025 0.362 2.023
C 0.133 -0.026 0.992 1.002 0.048 0.916
C -0.393 -2.363 1.470 -2.301 -0.384 -0.708
C -0.585 -1.283 0.434 -1.847 3.073 -0.842
C 1.538 1.503 -0.331 -0.657 -1.060 -2.931
H -0.474 1.204 -2.760 2.722 -0.194 -1.131
H -0.720 -2.101 2.513 -0.072 -0.175 -1.153
H -1.839 0.931 -2.760 -0.454 0.417 0.801
H -0.966 -3.188 1.004 0.220 -0.199 1.061
H -0.323 -1.475 -0.641 0.448 -0.268 1.146
H 2.190 0.614 -0.267 0.673 0.538 0.022
H -0.397 0.356 1.949 1.010 -1.165 -1.107
H 1.169 -0.441 1.169 -0.841 0.748 0.673
H -1.673 -0.952 0.262 1.174 -0.851 0.584
H -0.452 1.564 -0.274 0.248 -0.121 0.125
H 0.612 -2.641 1.528 1.732 -0.541 0.057
H 1.306 3.308 -1.009 -0.961 -0.510 -0.553

---

Entry 4:
21
Properties=species:S:1:pos:R:3:forces:R:3 method="wB97M-V/def2-TZVPD" lumo_ev=1.1 homo_lumo_gap_ha=0.3667 smiles=CC(C)CNCN multiplicity=1
N 0.637 1.956 2.157 -0.481 0.184 -1.154
N -0.463 -0.005 1.210 0.866 0.542 0.187
C -0.613 1.209 2.001 0.855 -0.248 1.961
C 0.249 -1.004 -0.911 -0.835 0.726 1.627
C 1.037 -0.954 -2.204 0.010 0.703 -0.560
C -1.226 -1.339 -1.133 -0.752 1.540 -2.366
C 0.297 0.270 -0.010 -1.073 -0.615 -2.078
H -1.983 -0.926 -0.473 0.513 -0.880 1.154
H 0.645 -0.395 -3.074 -0.788 -0.014 0.691
H 1.343 0.582 0.052 -0.163 0.228 0.555
H 0.084 -0.691 1.724 -0.210 0.058 0.281
H 0.733 -1.729 -0.239 -0.135 -0.416 -0.414
H 1.090 -1.974 -2.575 0.765 -0.111 -0.061
H -1.488 1.779 1.695 0.453 0.443 -0.729
H -0.288 1.022 -0.567 0.410 0.253 0.207
H -1.573 -0.680 -1.984 0.717 -0.685 0.027
H 1.982 -0.416 -2.075 0.389 -0.838 0.229
H -0.859 1.017 3.052 -0.503 -1.054 -0.274
H 0.604 2.926 1.912 0.255 0.206 0.229
H -1.422 -2.341 -1.493 -0.129 -0.346 0.336
H 1.214 1.693 2.935 -0.164 0.322 0.152

---

Entry 5:
20
Properties=species:S:1:pos:R:3:forces:R:3 method="wB97M-V/def2-TZVPD" lumo_ev="-3.3 / -8.1" homo_lumo_gap_ha="0.3362 / 0.2553" s_squared=2.01 total_charge=+1 multiplicity=3
Br 0.736 2.607 -0.654 -0.315 -0.287 0.617
O -1.016 0.458 -2.619 -0.157 3.730 4.313
O 0.388 -1.708 -1.864 0.698 -3.389 -3.065
N 0.210 -0.784 -1.116 3.211 -2.112 5.091
N -0.416 0.294 -1.388 -4.430 4.328 -6.021
C -0.098 -1.361 1.221 2.399 2.068 3.338
C -1.682 1.236 0.484 3.431 1.349 0.731
C 2.021 -0.061 0.484 -1.255 -1.380 0.868
C 0.582 -0.364 0.286 -1.762 0.382 -0.972
C -0.310 1.022 -0.161 -0.315 -0.202 -0.310
H 2.599 0.080 -0.344 1.022 0.709 -2.701
H 2.171 0.739 1.125 0.108 1.574 1.394
H -2.238 2.078 0.246 -0.694 1.634 -1.262
H -1.464 1.377 1.509 0.112 -0.125 1.410
H 0.100 -2.388 1.063 0.970 -0.900 -0.562
H 0.203 -1.104 2.319 -0.090 -0.576 -1.836
H -0.897 -0.274 -3.170 0.904 -2.924 -1.292
H -1.120 -1.330 1.315 -2.636 0.580 -0.522
H -2.210 0.393 0.348 -2.055 -2.938 -0.338
H 2.440 -0.910 0.916 0.855 -1.522 1.117

---

Entry 6:
49
Properties=species:S:1:pos:R:3:forces:R:3 method="wB97M-V/def2-TZVPD" lumo_ev=-4.4 homo_lumo_gap_ha=0.3999 total_charge=+2 multiplicity=1
Mg 0.096 0.083 -0.226 -0.100 -0.813 1.412
O 1.610 -0.845 0.800 0.747 -0.770 -0.004
O 1.362 1.164 -1.150 0.977 0.264 -1.549
O -1.525 0.865 -0.909 -1.153 0.683 -0.648
O -0.164 -1.395 -1.411 -0.741 -1.473 -1.542
O 0.296 1.384 1.166 -0.079 1.453 1.629
O -1.202 -0.771 1.156 -0.659 -0.856 0.424
N 3.000 2.092 -2.436 -1.040 -0.983 1.366
N -1.801 -1.859 3.036 0.085 -0.289 0.586
N 1.105 -1.846 -3.238 -0.573 0.027 -0.614
N -0.547 1.656 3.291 0.725 -1.207 -0.742
N -0.093 3.447 2.035 0.571 0.055 -0.846
N 2.000 -3.000 1.384 -0.709 -0.599 -0.097
N -3.723 1.431 -1.025 0.294 -0.538 0.644
N -2.158 3.054 -0.868 1.291 0.327 0.141
N 1.060 1.503 -3.402 -0.918 -0.483 -0.333
N -3.355 -1.443 1.452 -1.245 -0.197 -0.157
N 3.632 -1.459 1.633 -0.273 0.071 -0.042
N 0.730 -3.452 -1.706 -1.086 0.005 0.365
C -0.034 2.088 2.127 -1.025 0.581 -0.368
C -2.413 1.721 -0.856 -0.800 0.317 -1.021
C -2.079 -1.340 1.816 1.226 0.615 -0.056
C 2.367 -1.721 1.243 0.297 1.032 -0.092
C 1.761 1.521 -2.265 1.077 1.172 0.061
C 0.400 -2.221 -2.154 2.499 0.936 1.278
H 1.647 -2.544 -3.715 -0.067 0.174 -0.350
H 3.631 1.772 -1.717 0.502 0.568 -0.357
H -2.494 -2.392 3.533 0.065 -0.056 0.040
H -3.992 0.465 -1.045 -0.174 0.091 -0.052
H -0.826 2.332 3.972 -0.281 -0.391 0.399
H -4.418 2.156 -0.988 -0.096 -0.097 -0.136
H -0.844 -2.021 3.297 0.027 0.111 -0.134
H 1.130 -4.152 -2.305 -0.198 -0.180 0.069
H 0.289 3.787 1.165 0.206 0.341 0.378
H -1.180 3.251 -1.019 -0.050 0.169 0.305
H 3.986 -0.525 1.527 0.110 -0.086 0.091
H 0.054 3.981 2.874 0.038 0.321 -0.137
H 0.835 -1.008 -3.724 0.177 -0.013 -0.054
H 4.227 -2.231 1.871 0.352 0.284 0.039
H 1.098 -3.232 1.016 -0.021 -0.188 0.259
H 0.096 1.208 -3.426 0.017 0.263 0.061
H 2.517 -3.664 1.932 -0.042 -0.073 -0.086
H 0.202 -3.709 -0.890 0.096 -0.527 -0.154
H -2.665 3.749 -0.347 -0.302 -0.160 -0.095
H -4.034 -1.783 2.110 -0.077 -0.063 -0.114
H 1.493 1.907 -4.209 -0.348 -0.051 -0.388
H -0.647 0.654 3.343 -0.179 0.205 0.674
H 3.282 2.412 -3.340 0.552 -0.088 0.000
H -3.712 -1.070 0.595 0.303 0.119 -0.055

---

In the order shown, the computed DFT total energy values come out to -1640.81006, -5972.16928, -344.24952, -308.36967, -3029.94563, -1551.59050 a.u..